[1]
# C23H41BCeN6O7P2S3

A structure of composition C23H41BCeN6O7P2S3 (the ωB97M-V functional and the def2-TZVPD basis, the Open Molecules 2025 dataset).

```
! RIJCOSX wB97M-V def2-TZVPD def2/J DEFGRID3
* xyz 2 1
Ce -0.95622 0.45424 0.62544
C 1.86612 2.20244 3.20353
C 3.21424 1.47219 3.16203
C 4.33957 2.48263 3.38912
C 3.31757 0.38266 4.23070
N 3.33789 0.86297 1.82868
C 4.26645 1.19866 0.87892
C 3.98588 0.49088 -0.23761
N 2.87850 -0.27644 0.00871
B 2.30809 -1.18493 -1.09716
N 1.25623 -2.19714 -0.57102
C 1.65930 -3.30168 0.13136
C 0.59022 -4.10332 0.31344
N -0.49264 -3.50920 -0.29158
C -0.07230 -2.32682 -0.80431
S -0.99678 -1.16813 -1.68725
C -1.80699 -4.18419 -0.30286
C -2.30846 -4.22103 1.14423
C -1.59887 -5.59643 -0.86413
C -2.83157 -3.48370 -1.19068
N 1.74837 -0.31772 -2.23991
C 1.75706 -0.81474 -3.51306
C 1.31974 0.15001 -4.34445
N 1.04413 1.26437 -3.59071
C 1.27107 0.94188 -2.29839
S 1.01165 1.93886 -0.91074
C 0.57962 2.49312 -4.26072
C -0.85295 2.24038 -4.73602
C 0.59975 3.72583 -3.36389
C 1.52950 2.74612 -5.43968
C 2.48692 -0.02559 1.26706
S 1.14964 -0.80396 2.02855
H 1.81761 2.84267 4.07763
H 1.04194 1.49176 3.26069
H 1.74989 2.81780 2.30801
H 4.23723 2.89329 4.38998
H 4.28840 3.30806 2.68420
H 5.31708 2.01117 3.32674
H 3.24666 0.83150 5.21637
H 4.27301 -0.12970 4.15468
H 2.52523 -0.34933 4.12568
H 5.04525 1.90894 1.04986
H 4.48255 0.47377 -1.18400
H 3.21274 -1.81231 -1.54542
H 2.66981 -3.41994 0.46384
H 0.52075 -5.03731 0.82790
H -1.64686 -4.79915 1.78421
H -3.29437 -4.67246 1.18283
H -2.37535 -3.20888 1.54069
H -1.01729 -6.22599 -0.20011
H -1.09940 -5.54315 -1.82799
H -2.56212 -6.07485 -1.00743
H -3.09887 -2.49803 -0.81302
H -3.73501 -4.08960 -1.22411
H -2.44808 -3.37802 -2.20141
H 2.07471 -1.81265 -3.72367
H 1.18059 0.11465 -5.40169
H -1.49081 2.00631 -3.88529
H -0.90048 1.41321 -5.43810
H -1.23330 3.13124 -5.22656
H -0.12843 3.64837 -2.56365
H 0.34911 4.59343 -3.96968
H 1.58119 3.87961 -2.92684
H 1.41229 2.01352 -6.23113
H 2.56108 2.72481 -5.09506
H 1.33161 3.72271 -5.87017
C -5.20560 1.96231 2.27565
C -4.03010 1.04049 2.49591
O -4.20397 0.11811 3.54929
P -3.58857 0.01144 1.04254
O -2.44942 -0.91865 1.50880
O -4.83975 -0.83496 0.59211
O -3.07485 0.89915 -0.04142
P -2.44749 1.90693 2.92701
O -1.86209 2.70814 1.60203
O -2.50790 2.78381 4.08508
O -1.41662 0.71868 2.98760
H -6.12507 1.38245 2.19059
H -5.07004 2.52190 1.35033
H -5.31102 2.65629 3.11108
H -4.38127 0.59546 4.37490
H -1.88716 -0.03942 2.44349
H -5.13543 -1.47908 1.23541
H -1.95279 3.65934 1.74399
*
```

- HOMO energy (spin up / spin down) (eV) = -13.58 / -13.58
- calculated total energy (hartree) = -4133.37498
- M (Da) = 822.7
- frontier orbital gap (spin up / spin down) (eV) = 5.76 / 5.70
- E_LUMO (spin up / spin down) (eV) = -7.8 / -7.9

=====

[2]
# C4H13NO2

A cluster of 2 separate species, C4H13NO2 in total (the ωB97M-V functional and the def2-TZVPD basis, the Open Molecules 2025 dataset).

```
! RIJCOSX wB97M-V def2-TZVPD def2/J DEFGRID3
* xyz 0 1
C 1.81885 1.25515 -0.70806
C 1.98589 -0.23611 -0.28974
N 0.86893 -0.86601 -0.92320
C -0.15606 -1.55459 -0.15008
C -1.48167 -0.69159 -0.40739
O -2.12159 -0.42333 0.75577
H 2.62698 1.95697 -0.47295
H 1.73938 1.16628 -1.79835
H 0.86087 1.65062 -0.41808
H 2.98712 -0.60051 -0.52220
H 2.01181 -0.24820 0.83888
H 0.86392 -1.24514 -1.79946
H -0.29901 -2.64831 -0.52170
H -0.01776 -1.56525 0.85254
H -2.25605 -1.31466 -0.91449
H -1.19297 0.12402 -1.04127
H -1.52943 0.10845 1.38823
H -0.74114 2.78923 1.66382
H -0.29402 1.71503 0.66639
O -0.85895 1.86537 1.47831
*
```

- HOMO energy (eV) = -8.25
- calculated total energy (hartree) = -365.35799
- structure (SMILES) = CCNCCO.O
- M (Da) = 107.2
- frontier orbital gap (eV) = 8.97
- E_LUMO (eV) = 0.7

=====

[3]
# C27H28BrCdF4N7O2S

A structure of composition C27H28BrCdF4N7O2S (the ωB97M-V functional and the def2-TZVPD basis, the Open Molecules 2025 dataset).

```
! RIJCOSX wB97M-V def2-TZVPD def2/J DEFGRID3
* xyz 0 1
Cd 0.37964 0.82386 0.29144
C -1.68549 3.37267 1.70106
C -0.26704 3.88918 1.54011
N 0.40880 3.48148 0.29552
C -0.20892 4.14210 -0.86718
C 0.43689 3.77939 -2.19397
C 1.85284 3.78711 0.42813
C 2.72975 2.52787 0.49528
N 2.07292 1.52164 1.31164
C 2.52096 1.05391 2.49246
C 1.58568 0.49324 3.39051
F 0.26668 0.54554 3.05249
C 1.92706 -0.07276 4.59329
F 0.94730 -0.57601 5.36618
C 3.23840 -0.11113 5.02835
C 4.17444 0.44835 4.18206
F 5.47223 0.43035 4.53222
C 3.84552 1.00507 2.96305
F 4.85705 1.45334 2.18534
H -2.04818 3.63538 2.69618
H -2.37526 3.80086 0.97201
H -1.72381 2.28825 1.60554
H -0.26606 4.98733 1.60291
H 0.33623 3.51670 2.36768
H -1.25722 3.84218 -0.89023
H -0.18924 5.23434 -0.72801
H 0.57464 2.70385 -2.29379
H -0.20471 4.09885 -3.01572
H 1.40678 4.25771 -2.32856
H 2.18608 4.41439 -0.39864
H 2.00681 4.36490 1.34266
H 2.87159 2.13985 -0.52006
H 3.70890 2.81520 0.87149
H 3.51846 -0.54780 5.97483
N -0.88833 -5.82116 -4.09418
C -0.74000 -4.48837 -3.75898
C 0.38635 -4.05465 -3.05247
C 0.54949 -2.71673 -2.75170
C -0.40766 -1.79528 -3.15944
C -1.53083 -2.20942 -3.86605
C -1.69084 -3.54664 -4.16793
S -0.19516 -0.10789 -2.74752
O -0.85646 0.68585 -3.74233
O 1.21253 0.10414 -2.48015
N -0.85504 0.09085 -1.26846
C -2.19525 0.05144 -1.00620
N -3.08953 -0.33607 -1.92141
C -4.36002 -0.32776 -1.54022
C -4.77530 0.05692 -0.27487
C -3.76861 0.41992 0.60142
N -2.48811 0.41262 0.25953
H -0.33746 -6.49271 -3.59005
H -1.80647 -6.13637 -4.35186
H 1.14184 -4.77452 -2.75789
H 1.43233 -2.37056 -2.22922
H -2.25903 -1.47285 -4.17969
H -2.55361 -3.87585 -4.73596
H -5.08021 -0.64025 -2.28990
H -5.81654 0.06842 0.00961
H -3.99066 0.73246 1.61777
Br 2.94495 -1.75770 0.28908
C 1.28691 -2.48740 0.82802
C 1.15697 -3.86540 0.89578
C -0.05667 -4.37578 1.31643
C -1.07780 -3.50164 1.65642
C -0.84575 -2.14514 1.54138
N 0.31742 -1.63848 1.11651
H 1.98469 -4.50417 0.62501
H -0.20053 -5.44667 1.38225
H -2.03587 -3.86125 2.00357
H -1.61147 -1.41915 1.77742
*
```

- HOMO energy (eV) = -7.27
- calculated total energy (hartree) = -5118.86574
- M (Da) = 782.9
- frontier orbital gap (eV) = 7.59
- E_LUMO (eV) = 0.3

=====

[4]
# H4SSi

The molecule H4SSi (the ωB97M-V functional and the def2-TZVPD basis, the Open Molecules 2025 dataset).

```
! RIJCOSX wB97M-V def2-TZVPD def2/J DEFGRID3
* xyz 0 1
Si -0.20054 0.52527 0.35992
S 0.96266 -1.17253 -0.07762
H 0.15719 1.97327 0.02398
H -1.36115 0.23139 -0.41548
H -0.28234 0.15098 1.70574
H 0.72417 -1.70837 -1.59654
*
```

- HOMO energy (eV) = -9.54
- calculated total energy (hartree) = -690.02420
- structure (SMILES) = [SiH3]S
- M (Da) = 64.2
- frontier orbital gap (eV) = 9.79
- E_LUMO (eV) = 0.2